# 1
Computed, not measured: a molecular structure, C3H4CuO3 at a distorted geometry, with the ωB97M-V functional and the def2-TZVPD basis.

Calculated values
Charge: +2
2S+1: 2
Expectation value of S²: 0.76
HOMO (alpha / beta) in eV: -20.7 / -20.0
ΔE to the lowest compared entry with this formula, charge and spin in kJ/mol: 0.0

Last column: Mulliken charge in e.
Cartesian coordinates (Å):
C (-0.16057, -1.15368, 0.45198)  0.362
C (-1.21200, -0.72575, -0.24874)  -0.436
O (1.14045, -1.11223, -0.07049)  -0.296
H (-0.21839, -1.66154, 1.41426)  0.388
H (-1.18911, -0.11836, -1.15448)  0.346
H (-2.11502, -1.33411, -0.20457)  0.321
H (1.64970, -1.88764, 0.20430)  0.374
O (-0.97275, 2.98064, 0.34375)  -0.163
C (0.08924, 2.57205, 0.16300)  0.690
O (1.02614, 1.99891, -0.25431)  -0.384
Cu (1.96230, 0.44171, -0.64470)  0.799

Force components x, y, z for each atom (eV/Å):
3.496 -1.476 0.981
-1.415 0.060 -2.499
-3.112 -0.665 0.578
-0.108 -0.102 -0.122
0.275 0.225 0.234
-0.393 0.381 0.830
0.385 -0.453 0.554
1.637 0.000 0.599
-2.621 0.237 -1.083
0.340 1.340 0.753
1.516 0.451 -0.825


# 2
Computed, not measured: 2 unconnected molecules or ions with the total composition C3H4F2IN at a distorted geometry, with the ωB97M-V functional and the def2-TZVPD basis.

Calculated values
Charge: 0
HOMO in eV: -8.5
ΔE to the lowest compared entry with this formula, charge and spin in kJ/mol: 344.4

Last column: Mulliken charge in e.
Cartesian coordinates (Å):
C (-0.28482, 0.76278, 0.17327)  0.341
C (0.91817, 0.00738, -0.14049)  -0.701
C (-2.75239, -1.49123, 0.16392)  0.034
N (-1.17578, 1.44474, 0.44364)  -0.449
F (-3.50737, -2.36323, 0.86275)  -0.152
F (-2.75498, -2.09803, -1.07494)  -0.184
I (-4.16593, 0.53288, -0.01098)  -0.004
H (0.89272, -0.78374, 0.59561)  0.262
H (1.06043, -0.41400, -1.25705)  0.279
H (1.76564, 0.70535, 0.27807)  0.281
H (-2.96949, 1.46462, 0.66216)  0.293

Force components x, y, z for each atom (eV/Å):
-0.869 0.834 -0.643
1.598 0.580 -0.336
1.067 -2.513 -0.355
1.230 -0.373 0.002
0.131 0.692 -0.154
-0.153 0.915 0.772
-1.210 1.269 -0.037
0.197 -0.739 -0.198
-0.463 1.327 2.782
-1.193 -1.367 -1.446
-0.336 -0.625 -0.386


What is the ΔE to the lowest compared entry with this formula, charge and spin in the first record? 0.0 kJ/mol